[1]
This record from the Open Molecules 2025 dataset describes C9H24BiClI2N2P2S as an isolated structure in a non-equilibrium geometry. The level of theory is ωB97M-V/def2-TZVPD.

The energy above the lowest of the compared OMol25 structures with the same formula, charge and spin is 0.000 eV.

```
! wB97M-V def2-TZVPD RIJCOSX def2/J DEFGRID3
* xyz 2 1
I 2.5915 -2.3450 -1.0858
I -0.0506 2.8001 0.1579
Bi 1.7149 0.5088 -0.6525
P 2.4835 0.3391 1.9964
C 1.1820 -0.2634 3.1142
C 3.9082 -0.7764 2.1399
H 4.3685 -0.6298 3.1256
H 3.6358 1.7668 3.5453
H 4.6316 -0.5360 1.3502
H 3.6989 2.4131 1.8666
H 0.8294 -1.2469 2.7726
H 3.5816 -1.8144 2.0128
C 3.0605 1.9421 2.6261
H 1.6000 -0.3327 4.1290
H 2.2012 2.5931 2.8239
H 0.3381 0.4399 3.0979
P 0.4601 0.6004 -3.1197
C -1.2806 0.0809 -3.1782
C 0.5414 2.2773 -3.8185
H 2.4674 -0.2465 -4.1496
H 1.0824 -0.2109 -5.2941
H 1.2079 -1.5043 -4.0420
C 1.3952 -0.4489 -4.2695
H 1.5485 2.6835 -3.6570
H 0.3277 2.2163 -4.8940
H -1.6278 0.1401 -4.2200
H -1.8757 0.7511 -2.5427
H -0.1886 2.9209 -3.3142
H -1.3719 -0.9459 -2.7974
Cl 3.8201 1.6435 -1.4158
S -1.0928 -1.3041 0.3019
C -2.6142 -1.0447 0.9943
N -3.7811 -0.8083 0.3259
C -4.9631 -1.1063 1.1220
C -4.3721 -1.4756 2.4837
N -2.9501 -1.2329 2.3022
H -3.7879 -0.7475 -0.6873
H -5.5330 -1.9340 0.6835
H -5.6101 -0.2287 1.1872
H -4.5562 -2.5273 2.7315
H -4.7735 -0.8532 3.2876
H -2.2471 -1.5534 2.9602
*
```

Löwdin atomic charge list, values in e, 6 entries:
1 I 0.27
2 I 0.20
3 Bi 0.40
4 P 0.67
5 C -0.24
6 C -0.25

[2]
This record from the Open Molecules 2025 dataset describes C9H24BiIO4P2S as an isolated structure in a non-equilibrium geometry. The level of theory is ωB97M-V/def2-TZVPD.

The value obtained for the calculated total energy is -61249.1481 eV.

```
! wB97M-V def2-TZVPD RIJCOSX def2/J DEFGRID3
* xyz 2 1
C 0.3513 -0.1959 -3.8524
I -1.5703 -0.6952 -2.6830
H 1.2360 -0.1104 -3.1855
H 0.1456 0.7507 -4.3735
H 0.4602 -1.0099 -4.5924
Bi 0.4991 -0.1333 -0.5964
P 0.2826 2.6298 -0.5743
C -1.4922 3.0119 -0.7388
C 0.7671 3.3333 1.0411
H 1.1615 4.3488 0.9096
H 1.0050 4.6798 -1.6862
H 1.5549 2.7148 1.4953
H 2.2266 3.3743 -1.8408
H -2.0311 2.6252 0.1377
H -0.0912 3.3791 1.7274
C 1.1493 3.6026 -1.8577
H -1.6290 4.0995 -0.8115
H 0.7536 3.3538 -2.8530
H -1.9055 2.5379 -1.6391
P 0.3459 -2.8077 -0.0812
C -1.4038 -3.3404 -0.0751
C 1.1706 -3.8828 -1.3112
H 1.9187 -2.8818 1.7434
H 1.0604 -4.4561 1.5368
H 0.2584 -3.0584 2.3370
C 0.9521 -3.3628 1.5425
H 2.2544 -3.6762 -1.3062
H 0.9986 -4.9418 -1.0563
H -1.4341 -4.4375 0.0236
H -1.8983 -3.0350 -1.0114
H 0.7666 -3.6861 -2.3161
H -1.9067 -2.8669 0.7829
C -2.9285 -0.6350 0.4083
O -3.7991 0.1146 0.4477
C 0.0518 1.2644 3.6724
S 0.1569 -0.0827 2.4957
O 1.4963 -0.0598 1.8139
O -0.1720 -1.2991 3.2017
O -0.8519 0.2685 1.3958
H 0.1813 0.7830 4.6444
H -0.9173 1.7699 3.5993
H 0.8263 2.0128 3.4855
*
```

Löwdin atomic charge list, values in e, 6 entries:
1 C -0.36
2 I 0.93
3 H -0.03
4 H 0.02
5 H 0.03
6 Bi 1.30

[3]
This record from the Open Molecules 2025 dataset describes C9H24Li3O17P2S3 as an isolated structure in a non-equilibrium geometry. The level of theory is ωB97M-V/def2-TZVPD.

The value obtained for the calculated total energy is -96232.8612 eV. As for the expectation value of S²: 0.76.

```
! wB97M-V def2-TZVPD RIJCOSX def2/J DEFGRID3
* xyz -2 2
Li -0.0025 1.5542 0.4471
Li 1.1679 3.0476 -1.7920
Li -1.7664 2.8905 -1.5259
P -1.0339 3.7115 1.2415
O -1.0762 2.3201 1.8730
O -1.8428 4.1765 0.1167
O 0.0271 3.5124 0.1173
O -0.1722 4.9289 1.4875
P -0.3370 1.4918 -3.0228
O -0.2692 0.0843 -3.6326
O 0.5591 2.4822 -3.6761
O -0.0695 1.5375 -1.5209
O -1.7402 2.0134 -3.2758
O 3.9750 4.4216 1.2172
S 3.2821 3.1743 1.0068
O 2.6264 2.8650 -0.2519
O 4.2873 1.9114 1.2978
C 3.9737 0.4968 0.9569
C 5.2040 -0.3266 0.6023
C 2.1241 2.7512 2.3828
H 3.4115 0.4812 0.0232
H 3.5007 0.0517 1.8323
H 5.0960 -1.4098 0.6575
H 5.9204 -0.0852 1.3875
H 5.5692 -0.1701 -0.4126
H 2.6626 2.8699 3.3231
H 1.8975 1.6866 2.4405
H 1.3080 3.4484 2.5723
O -0.2231 -2.3555 0.5504
S 1.0139 -1.5442 0.5218
O 1.0792 -0.1336 0.9923
O 2.2644 -2.4139 1.1885
C 2.2540 -3.8479 1.2061
C 1.6739 -4.4228 2.5087
C 1.5248 -1.6473 -1.2289
H 3.3124 -4.1013 1.2671
H 1.7262 -4.2607 0.3463
H 0.6332 -4.1226 2.6316
H 2.4030 -4.1129 3.2573
H 1.7399 -5.5005 2.6580
H 1.8556 -2.6805 -1.3340
H 2.3321 -0.9497 -1.4519
H 0.7012 -1.2375 -1.8137
O -3.2692 -0.1678 -2.7329
S -3.6065 0.3500 -1.4045
O -3.5182 1.7474 -0.9950
O -5.2524 -0.1189 -1.1320
C -5.7177 -1.3303 -1.7798
C -7.1886 -1.4685 -1.1503
C -2.7502 -0.7619 -0.2035
H -5.0922 -2.2225 -1.7519
H -5.8540 -1.2737 -2.8598
H -7.8536 -1.9339 -1.8777
H -7.6705 -0.5377 -0.8512
H -7.0811 -2.1712 -0.3240
H -3.2409 -0.6158 0.7588
H -1.7437 -0.3442 -0.1786
H -2.7348 -1.7372 -0.6899
*
```

Löwdin atomic charge list, values in e, 6 entries:
1 Li 0.58
2 Li 0.67
3 Li 0.64
4 P -0.09
5 O -0.43
6 O -0.34

[4]
This record from the Open Molecules 2025 dataset describes a 2-piece molecular cluster, C9H24N3P overall in a non-equilibrium geometry. The level of theory is ωB97M-V/def2-TZVPD.

The structure (SMILES) is [H]/N=P/N(C)CCCC.CCCCN. The energy above the lowest of the compared OMol25 structures with the same formula, charge and spin is 0.030 eV.

```
! wB97M-V def2-TZVPD RIJCOSX def2/J DEFGRID3
* xyz 0 1
H -1.6875 0.4501 3.3924
N -1.3061 -0.2444 2.8319
P -1.6659 -0.1854 1.3025
N -0.6339 -1.1785 0.4855
C 0.6121 -1.7462 1.0282
C -1.1740 -1.6576 -0.8143
C -1.9273 -2.9045 -0.5401
C -2.3188 -3.8024 -1.7117
C -2.9698 -2.9486 -2.8028
H 1.4345 -0.9648 0.8826
H 0.4232 -1.6076 2.1346
H 0.9370 -2.7046 0.7930
H -1.7681 -0.7391 -1.1587
H -0.3565 -1.9454 -1.5183
H -2.8926 -2.7556 0.0838
H -1.3462 -3.5624 0.1453
H -2.9438 -4.6313 -1.2778
H -1.4138 -4.1820 -2.2404
H -3.6482 -2.1669 -2.3071
H -2.1939 -2.3735 -3.3539
H -3.6513 -3.5494 -3.4977
C 3.8577 2.4535 -0.7036
C 2.8842 2.6141 0.5452
C 1.4274 2.5714 0.1331
C 0.4845 2.6697 1.2777
N 0.3214 4.0952 1.6190
H 3.7500 1.4781 -1.2664
H 3.6638 3.3702 -1.2947
H 4.9955 2.4608 -0.2190
H 3.0310 1.7786 1.3077
H 3.3007 3.5390 1.1049
H 1.2878 3.4722 -0.5445
H 1.3666 1.7085 -0.5573
H 0.7835 2.0783 2.1363
H -0.5488 2.2452 1.1751
H -0.0575 4.2140 2.4857
H -0.0569 4.6510 0.9437
*
```

Löwdin atomic charge list, values in e, 6 entries:
1 H -0.08
2 N -0.28
3 P 0.83
4 N -0.44
5 C -0.11
6 C -0.30

[5]
This record from the Open Molecules 2025 dataset describes C9H24O3P2Zn as an isolated structure in a non-equilibrium geometry. The level of theory is ωB97M-V/def2-TZVPD.

The value obtained for the calculated total energy is -82856.3759 eV.

```
! wB97M-V def2-TZVPD RIJCOSX def2/J DEFGRID3
* xyz 0 1
Zn 0.1787 0.0176 -0.7755
H -1.5248 0.0332 0.9841
H -1.5540 0.7912 1.0059
P 0.0190 -2.2824 -0.8319
P -0.0185 2.4272 -0.7743
C 1.3629 3.4117 -0.0898
H 1.2719 4.4719 -0.3709
H 1.3572 3.3241 1.0043
H 2.3135 3.0131 -0.4635
C -0.0026 2.9227 -2.5446
H -0.8740 2.4649 -3.0288
H -0.0393 4.0151 -2.6728
H 0.9079 2.5274 -3.0148
C -1.4756 3.3620 -0.1549
H -1.5171 3.2948 0.9408
H -1.4221 4.4231 -0.4487
H -2.3947 2.9230 -0.5658
C 0.1850 -2.6371 -2.6172
H 0.1210 -3.7225 -2.7762
H -0.6265 -2.1198 -3.1418
H 1.1537 -2.2540 -2.9616
C 1.3307 -3.3404 -0.1469
H 1.2571 -3.3654 0.9510
H 1.2190 -4.3475 -0.5714
H 2.3098 -2.9400 -0.4419
C -1.5652 -3.1067 -0.4258
H -2.3813 -2.5977 -0.9598
H -1.5164 -4.1534 -0.7666
H -1.7365 -3.0549 0.6565
C 1.3129 -0.2266 0.8926
O 2.3825 0.3037 0.8736
H -1.1051 0.1342 -1.7165
C 0.0647 -0.1515 4.2214
O 1.1380 -0.6409 3.3556
C 0.6715 -1.0050 2.1505
O -0.2084 -1.8490 1.9831
H 0.1552 -0.5070 5.2309
H -0.8908 -0.5000 3.8045
H 0.1409 0.9408 4.2070
*
```

Löwdin atomic charge list, values in e, 6 entries:
1 Zn 0.20
2 H 0.06
3 H 0.06
4 P 0.71
5 P 0.71
6 C -0.29

[6]
This record from the Open Molecules 2025 dataset describes C9H25AgBBrFN2NbO3 as an isolated structure in a non-equilibrium geometry. The level of theory is ωB97M-V/def2-TZVPD.

The value obtained for the calculated total energy is -97829.9873 eV. As for the expectation value of S²: 0.77.

```
! wB97M-V def2-TZVPD RIJCOSX def2/J DEFGRID3
* xyz 1 2
C -4.3430 1.0726 -0.5182
C -2.9810 1.1730 -1.4337
O -1.8046 0.8688 -0.5621
C -0.8690 0.1187 -1.4329
Nb 1.1008 -0.4535 -0.4033
N 2.9383 -1.1159 0.5228
Br 0.5043 -2.9817 -0.9448
C -0.0903 -0.5599 1.5642
C 0.5719 -1.5247 2.7065
C 0.1558 -3.1244 2.5788
N 1.3454 -4.0213 2.2128
B 2.1111 -0.3798 -2.4884
O 3.5997 -0.5276 -2.6609
O 1.3530 -0.2211 -3.7705
C 1.7788 1.6687 -0.0809
F 2.9885 1.9281 -0.9484
C 0.7281 2.8769 -0.3115
C 0.0796 3.3265 1.1634
H -5.2177 1.7591 -0.9300
H -4.1202 1.2407 0.6202
H -4.7528 -0.0438 -0.6232
H -3.1090 0.3733 -2.3050
H -2.8611 2.2206 -1.9896
H -1.4218 -0.8849 -1.7350
H -0.7089 0.7006 -2.4623
H 3.0473 -0.4672 1.3601
H 3.7779 -0.8548 -0.0773
H -1.1514 -1.0215 1.2713
H -0.3198 0.4797 2.0465
H 1.7302 -1.4325 2.8397
H 0.1023 -1.1727 3.7468
H -0.1972 -3.4979 3.6472
H -0.7314 -3.3293 1.8435
H 1.9703 -3.4590 1.5900
H 0.9968 -4.8807 1.7236
H 3.7528 -1.4804 -2.3243
H 1.0381 -1.1505 -4.0001
H 2.1893 1.7655 1.0356
H -0.0720 2.7464 -1.1484
H 1.3723 3.8290 -0.6395
H 0.3861 2.5373 1.9868
H -1.0699 3.5389 1.1125
H 0.6063 4.3428 1.5037
Ag -4.4039 0.0178 -3.2857
*
```

Löwdin atomic charge list, values in e, 6 entries:
1 C -0.10
2 C -0.30
3 O -0.29
4 C -0.40
5 Nb 1.48
6 N -0.23